Record 1
{
  "formula": "C18H45N8O5",
  "method": "the ωB97M-V functional and the def2-TZVPD basis",
  "charge": -1,
  "orbital_gap_ev": 3.281,
  "elements": ["C", "C", "C", "N", "N", "N", "H", "H", "H", "H", "H", "H", "H", "H", "H", "H", "C", "C", "O", "N", "C", "H", "H", "H", "H", "H", "H", "H", "C", "C", "O", "N", "C", "H", "H", "H", "H", "H", "H", "H", "C", "C", "O", "N", "C", "H", "H", "H", "H", "H", "H", "H", "C", "C", "O", "N", "C", "H", "H", "H", "H", "H", "H", "H", "C", "C", "O", "N", "C", "H", "H", "H", "H", "H", "H", "H"],
  "coordinates": [[-4.7766, 1.4502, -1.9425], [-3.2948, 1.2290, -1.2772], [-2.8843, -0.3324, -0.9927], [-1.7607, -0.6697, -1.9799], [-2.2262, -0.3863, 0.3991], [-4.0298, -1.3188, -1.0457], [-5.4858, 1.7090, -1.0187], [-4.7655, 2.4755, -2.5541], [-3.2747, 1.7823, -0.2283], [-2.4750, 1.7238, -1.9798], [-0.9932, 0.0271, -1.8498], [-1.4323, -1.6443, -1.7410], [-2.9458, -0.4201, 1.1540], [-1.6741, -1.2862, 0.4255], [-3.6908, -2.1450, -0.4669], [-4.8906, -0.9745, -0.5668], [0.1896, -5.9284, 0.8226], [-0.1892, -4.5436, 0.3762], [-0.6483, -4.3177, -0.7406], [-0.0083, -3.5175, 1.2583], [0.5131, -3.5820, 2.6028], [-0.0094, -6.6410, 0.0174], [1.2559, -5.9645, 1.0612], [-0.4058, -6.2152, 1.6936], [-0.2849, -2.6144, 0.8895], [-0.2502, -3.1937, 3.2812], [1.3991, -2.9449, 2.6534], [0.7788, -4.5977, 2.8985], [-5.5738, 6.7370, -5.2225], [-4.7810, 6.0954, -4.1179], [-4.2882, 6.7475, -3.2008], [-4.6157, 4.7407, -4.1555], [-5.1134, 3.8111, -5.1413], [-5.6215, 7.8174, -5.0604], [-5.0891, 6.5525, -6.1849], [-6.5934, 6.3423, -5.2273], [-4.0716, 4.3786, -3.3803], [-5.7508, 3.0853, -4.6310], [-4.2577, 3.2939, -5.5815], [-5.6839, 4.3048, -5.9291], [1.3277, 3.9382, 1.7715], [0.4549, 2.7449, 1.4980], [0.2738, 1.8607, 2.3314], [-0.1467, 2.6618, 0.2754], [-0.0569, 3.5916, -0.8251], [1.7384, 3.8687, 2.7825], [2.1586, 3.9629, 1.0613], [0.7377, 4.8559, 1.6998], [-0.7188, 1.8323, 0.1623], [-1.0655, 3.9429, -1.0550], [0.3448, 3.0566, -1.6887], [0.5821, 4.4459, -0.5978], [5.4124, 3.0303, 1.2877], [5.6700, 4.4949, 1.5095], [5.2016, 5.1050, 2.4674], [6.4540, 5.1488, 0.6031], [7.0891, 4.6100, -0.5758], [4.7738, 2.6447, 2.0871], [4.8997, 2.8825, 0.3334], [6.3565, 2.4793, 1.3025], [6.5840, 6.1316, 0.8163], [8.1665, 4.7638, -0.4804], [6.7205, 5.1639, -1.4423], [6.8846, 3.5471, -0.7105], [2.4826, -9.9092, 2.9272], [2.1038, -8.5244, 2.4808], [1.6447, -8.2985, 1.3640], [2.2848, -7.4983, 3.3629], [2.8062, -7.5628, 4.7074], [2.2837, -10.6218, 2.1220], [3.5489, -9.9453, 3.1658], [1.8873, -10.1960, 3.7982], [2.0082, -6.5951, 2.9941], [2.0428, -7.1745, 5.3858], [3.6922, -6.9257, 4.7580], [3.0719, -8.5785, 5.0031]],
  "mulliken_charge": [-0.55, -0.32, 0.67, -0.74, -0.41, -0.63, -0.03, -0.35, 0.22, -0.06, 0.34, 0.24, 0.24, -0.14, 0.29, 0.31, -1.01, 0.67, -0.63, 0.00, -0.69, 0.30, 0.23, 0.38, 0.11, 0.30, 0.30, 0.14, -1.22, 0.80, -0.67, -0.07, -0.86, 0.28, 0.33, 0.32, 0.12, 0.31, 0.27, 0.35, -1.28, 0.80, -0.67, -0.01, -0.92, 0.28, 0.25, 0.39, 0.13, 0.29, 0.26, 0.38, -1.32, 0.77, -0.65, -0.16, -0.80, 0.26, 0.36, 0.45, 0.23, 0.27, 0.27, 0.32, -1.43, 0.94, -0.59, -0.06, -0.94, 0.31, 0.36, 0.36, 0.05, 0.29, 0.30, 0.37]
}

***

Record 2
{
  "formula": "C18H46F3N7O5P3",
  "method": "the ωB97M-V functional and the def2-TZVPD basis",
  "charge": 1,
  "orbital_gap_ev": 3.615,
  "elements": ["O", "P", "O", "O", "C", "C", "C", "N", "C", "F", "F", "F", "C", "C", "H", "H", "H", "H", "H", "H", "H", "H", "H", "H", "O", "P", "N", "C", "C", "N", "C", "C", "N", "C", "C", "H", "H", "H", "H", "H", "H", "H", "H", "H", "H", "H", "H", "H", "H", "H", "H", "H", "H", "O", "P", "N", "C", "C", "N", "C", "C", "N", "C", "C", "H", "H", "H", "H", "H", "H", "H", "H", "H", "H", "H", "H", "H", "H", "H", "H", "H", "H"],
  "coordinates": [[6.8456, -6.8866, -3.0670], [5.6661, -6.3127, -3.8461], [6.0791, -4.9740, -4.8251], [5.1708, -7.5543, -4.9305], [4.2310, -5.7675, -2.7047], [2.9452, -5.5743, -3.6443], [1.7450, -6.6142, -3.5897], [0.7768, -6.0036, -4.2877], [-0.5098, -6.6914, -4.5033], [-0.2149, -7.9372, -5.1096], [-1.2504, -6.8591, -3.3410], [-1.2126, -5.9506, -5.4777], [1.0886, -4.6145, -4.8193], [2.2293, -4.1483, -3.7612], [5.3737, -4.8069, -5.4873], [4.7112, -7.1186, -5.6797], [4.5096, -4.8359, -2.1013], [4.0890, -6.6007, -1.9254], [3.3476, -5.7264, -4.7172], [1.7111, -7.6351, -3.0861], [0.1885, -3.9800, -4.5494], [1.4919, -4.5846, -5.8788], [1.8772, -3.6027, -2.8191], [3.0521, -3.5110, -4.2466], [1.0720, -1.9503, -0.7478], [0.7614, -0.9425, 0.3768], [2.2842, -0.1736, 0.3239], [3.5357, -0.6704, 0.8455], [2.5033, 0.6593, -0.8561], [0.5831, -2.1555, 1.5852], [1.4929, -2.4307, 2.6770], [0.0156, -3.4285, 1.1346], [0.3136, 0.2267, 1.6187], [1.1445, 1.1408, 2.3802], [-1.0290, 0.0941, 2.1801], [4.2274, 0.1639, 1.0088], [4.0151, -1.3988, 0.1759], [3.4404, -1.1157, 1.8319], [1.8682, 1.5479, -0.8057], [2.2664, 0.1228, -1.7808], [3.5347, 1.0126, -0.9371], [2.3937, -2.9533, 2.3368], [1.0154, -3.0671, 3.4312], [1.7760, -1.5292, 3.2200], [0.7663, -4.0686, 0.6590], [-0.7951, -3.2575, 0.4203], [-0.4268, -3.9811, 1.9690], [1.8129, 0.6218, 3.0712], [0.5406, 1.8284, 2.9808], [1.7390, 1.7898, 1.7350], [-1.0080, -0.4597, 3.1244], [-1.6888, -0.4358, 1.4894], [-1.4883, 1.0705, 2.3578], [-3.4074, 3.2735, 1.6860], [-3.9043, 4.6284, 2.2240], [-4.0966, 5.3474, 0.6885], [-3.0584, 5.8505, -0.1803], [-5.2231, 4.8324, -0.0862], [-2.4278, 4.9890, 3.0338], [-1.4526, 5.9890, 2.6546], [-1.7105, 3.8401, 3.5890], [-4.5364, 6.1296, 2.9061], [-4.7387, 7.4229, 2.2809], [-4.6216, 6.1937, 4.3628], [-3.4834, 6.5731, -0.8868], [-2.5591, 5.0542, -0.7493], [-2.3031, 6.4272, 0.3466], [-6.1640, 5.1541, 0.3690], [-5.2205, 3.7386, -0.1270], [-5.2291, 5.1989, -1.1161], [-0.8590, 5.6740, 1.7893], [-0.7512, 6.1805, 3.4755], [-1.9078, 6.9586, 2.4527], [-1.1228, 3.3171, 2.8285], [-2.4114, 3.1281, 4.0348], [-1.0350, 4.1437, 4.3952], [-3.7973, 7.9079, 2.0124], [-5.2712, 8.1101, 2.9469], [-5.3679, 7.3562, 1.3918], [-3.7544, 6.7110, 4.7861], [-4.6636, 5.1909, 4.7943], [-5.5297, 6.7092, 4.6892]],
  "mulliken_charge": [-0.61, 0.79, -0.48, -0.50, -0.38, 0.49, -0.28, 0.11, 0.58, -0.22, -0.18, -0.22, -0.41, -0.76, 0.37, 0.37, 0.28, 0.36, -0.19, 0.43, 0.42, 0.29, 0.42, 0.32, -0.85, 0.75, 0.39, -1.07, -1.13, 0.29, -1.18, -1.02, 0.05, -0.65, -0.71, 0.38, 0.25, 0.35, 0.34, 0.21, 0.40, 0.35, 0.39, 0.23, 0.23, 0.30, 0.36, 0.20, 0.22, 0.26, 0.28, 0.31, 0.11, -0.90, 0.80, 0.33, -1.11, -1.14, 0.31, -1.11, -1.12, -0.04, -0.79, -1.03, 0.38, 0.30, 0.34, 0.34, 0.25, 0.39, 0.34, 0.35, 0.21, 0.22, 0.33, 0.44, 0.22, 0.37, 0.25, 0.31, 0.32, 0.40]
}

***

Record 3
{
  "formula": "C18H47BF4N3O6Pd",
  "method": "the ωB97M-V functional and the def2-TZVPD basis",
  "charge": 1,
  "spin_multiplicity": 3,
  "orbital_gap_ev": [6.541, 3.722],
  "elements": ["Pd", "B", "F", "F", "F", "F", "C", "C", "O", "H", "H", "H", "H", "H", "H", "C", "O", "C", "C", "N", "C", "C", "O", "C", "H", "H", "H", "H", "H", "H", "H", "H", "H", "H", "H", "H", "H", "H", "H", "C", "O", "C", "C", "N", "C", "C", "O", "C", "H", "H", "H", "H", "H", "H", "H", "H", "H", "H", "H", "H", "H", "H", "H", "C", "C", "C", "O", "C", "N", "H", "H", "H", "H", "H", "H", "H", "H", "H", "H", "H"],
  "coordinates": [[4.4211, 8.0064, 7.1167], [2.4094, 9.4493, 9.3879], [2.4006, 10.6122, 8.6378], [1.2406, 8.7931, 9.2021], [3.4948, 8.6112, 9.0652], [2.5657, 9.6966, 10.7335], [5.8385, 11.9618, 13.0230], [4.8984, 11.1800, 12.1249], [4.2047, 11.9783, 11.2197], [6.0953, 11.2570, 13.8140], [5.2619, 12.8026, 13.4086], [6.7372, 12.3816, 12.5713], [4.2576, 10.6778, 12.8496], [5.3469, 10.3217, 11.6248], [3.4337, 11.5072, 10.8954], [9.4779, 10.4913, 9.0068], [8.1246, 10.0900, 9.0546], [7.0954, 11.1027, 9.2930], [5.7106, 10.5759, 8.8174], [5.8140, 9.7557, 7.6234], [5.6394, 10.6183, 6.4408], [4.1008, 10.9126, 6.1234], [3.4462, 9.6624, 5.9928], [2.0556, 9.8574, 5.7535], [9.8612, 11.0693, 9.8477], [9.7005, 11.0088, 8.0738], [10.0702, 9.5774, 9.0530], [7.3901, 11.9708, 8.7034], [7.1874, 11.5008, 10.3035], [4.9881, 11.3912, 8.8551], [5.5040, 9.9196, 9.6628], [6.7931, 9.5172, 7.6915], [5.8908, 10.1195, 5.5048], [6.3254, 11.4564, 6.3182], [4.0212, 11.4304, 5.1676], [3.6473, 11.4458, 6.9590], [1.4696, 9.0208, 6.1339], [1.9004, 10.0718, 4.6961], [1.6541, 10.7337, 6.2624], [-4.8029, 7.5786, 18.1610], [-4.4979, 8.4738, 17.0966], [-4.9027, 7.9136, 15.8227], [-4.5679, 8.8952, 14.6142], [-3.0838, 9.2000, 14.5514], [-2.1830, 8.0988, 14.1529], [-2.2784, 7.6449, 12.6343], [-1.1544, 6.8483, 12.2674], [0.0947, 7.5944, 12.2308], [-5.8770, 7.4020, 18.2181], [-4.6036, 8.1975, 19.0359], [-4.1617, 6.7011, 18.0778], [-5.9451, 7.6050, 15.7440], [-4.4923, 6.9088, 15.7225], [-5.1466, 9.8085, 14.7520], [-4.9174, 8.4531, 13.6812], [-2.7762, 9.5170, 15.4597], [-2.2097, 7.2795, 14.8713], [-1.2160, 8.5985, 14.2108], [-2.2640, 8.6001, 12.1094], [-3.2099, 7.1452, 12.3687], [0.3571, 7.7436, 13.2781], [0.0783, 8.5706, 11.7462], [0.8458, 6.9516, 11.7716], [3.5443, 4.6549, 6.9979], [2.9830, 5.5596, 7.9949], [3.9139, 5.9723, 9.1910], [5.1640, 6.7305, 8.8412], [6.1034, 6.7274, 9.9632], [2.4604, 6.8315, 7.3810], [4.5336, 5.0287, 6.7342], [2.9356, 4.6440, 6.0938], [3.5886, 3.5932, 7.2410], [2.0658, 5.1607, 8.4281], [4.2352, 4.9825, 9.5154], [3.3024, 6.3748, 9.9985], [6.3250, 5.7250, 10.3296], [5.6342, 7.3435, 10.7303], [6.9360, 7.2652, 9.5099], [1.8807, 7.2846, 8.0730], [1.7930, 6.6447, 6.6462]],
  "mulliken_spin": [1.64, -0.04, 0.00, 0.00, -0.02, 0.01, 0.00, 0.00, 0.00, 0.00, 0.00, 0.00, 0.00, 0.00, 0.00, 0.00, 0.00, 0.01, -0.04, 0.15, 0.01, -0.01, 0.07, 0.00, 0.00, 0.00, 0.00, 0.00, 0.00, 0.00, 0.01, 0.00, 0.00, 0.00, 0.00, 0.00, 0.00, 0.00, 0.00, 0.00, 0.00, 0.00, 0.00, 0.00, 0.00, 0.00, 0.00, 0.00, 0.00, 0.00, 0.00, 0.00, 0.00, 0.00, 0.00, 0.00, 0.00, 0.00, 0.00, 0.00, 0.00, 0.00, 0.00, 0.00, 0.00, 0.00, 0.07, 0.00, 0.13, -0.01, 0.00, 0.00, 0.00, 0.00, 0.00, 0.00, 0.00, 0.00, -0.01, 0.00]
}